{"formula": "C36H100As3F18N7O7", "method": "ωB97M-V with the def2-TZVPD basis set", "mol_weight_da": 1309.97, "homo_lumo_gap_ev": 8.36, "total_charge": 4, "e_homo_ha": -0.631, "lumo_ha": -0.32375, "species": ["C", "C", "N", "C", "C", "C", "C", "C", "O", "C", "H", "H", "H", "H", "H", "H", "H", "H", "H", "H", "H", "H", "H", "H", "H", "H", "H", "H", "H", "H", "C", "C", "N", "C", "C", "C", "C", "C", "O", "C", "H", "H", "H", "H", "H", "H", "H", "H", "H", "H", "H", "H", "H", "H", "H", "H", "H", "H", "H", "H", "C", "C", "C", "O", "C", "N", "H", "H", "H", "H", "H", "H", "H", "H", "H", "H", "H", "H", "C", "C", "C", "O", "C", "N", "H", "H", "H", "H", "H", "H", "H", "H", "H", "H", "H", "H", "C", "C", "C", "O", "C", "N", "H", "H", "H", "H", "H", "H", "H", "H", "H", "H", "H", "H", "C", "C", "C", "O", "C", "N", "H", "H", "H", "H", "H", "H", "H", "H", "H", "H", "H", "H", "C", "C", "C", "O", "C", "N", "H", "H", "H", "H", "H", "H", "H", "H", "H", "H", "H", "H", "As", "F", "F", "F", "F", "F", "F", "As", "F", "F", "F", "F", "F", "F", "As", "F", "F", "F", "F", "F", "F"], "xyz": [[-1.510, -0.722, 12.778], [-0.067, -0.827, 12.364], [0.221, -1.058, 10.870], [1.687, -1.277, 10.658], [-0.622, -2.207, 10.370], [-0.287, -3.601, 10.942], [-0.291, 0.085, 9.988], [0.066, 1.503, 10.471], [-0.919, 1.818, 11.411], [-0.660, 3.065, 12.054], [-2.088, 0.049, 12.279], [-1.622, -0.539, 13.850], [-1.970, -1.714, 12.756], [0.423, -1.645, 12.892], [0.535, 0.055, 12.587], [1.827, -1.126, 9.589], [2.053, -2.278, 10.866], [2.279, -0.603, 11.271], [-0.455, -2.219, 9.293], [-1.663, -2.007, 10.600], [-1.042, -4.243, 10.484], [-0.410, -3.639, 12.023], [0.665, -4.056, 10.679], [-1.371, 0.062, 9.870], [0.202, -0.183, 9.054], [-0.024, 2.216, 9.640], [1.086, 1.466, 10.875], [-1.055, 3.072, 13.067], [-1.062, 3.943, 11.539], [0.415, 3.263, 12.107], [3.277, 4.291, 11.090], [4.238, 4.822, 10.053], [5.687, 4.872, 10.605], [6.452, 3.556, 10.614], [6.402, 5.792, 9.577], [6.111, 5.394, 8.102], [5.678, 5.439, 12.018], [5.197, 6.862, 12.168], [6.257, 7.707, 11.776], [5.963, 9.087, 11.849], [2.796, 5.037, 11.717], [3.722, 3.523, 11.729], [2.536, 3.621, 10.645], [3.970, 5.830, 9.743], [4.252, 4.189, 9.170], [7.495, 3.773, 10.839], [6.470, 3.129, 9.619], [5.936, 3.013, 11.399], [7.478, 5.654, 9.655], [6.101, 6.814, 9.773], [7.024, 5.611, 7.544], [5.294, 6.034, 7.783], [6.057, 4.320, 7.916], [6.711, 5.302, 12.336], [5.105, 4.726, 12.601], [4.941, 7.067, 13.211], [4.293, 7.075, 11.585], [5.772, 9.518, 12.831], [5.117, 9.264, 11.169], [6.722, 9.711, 11.377], [5.690, -4.872, 7.827], [4.476, -5.295, 8.657], [3.900, -6.697, 8.385], [3.091, -7.134, 9.420], [1.760, -6.625, 9.451], [5.009, -5.365, 10.082], [4.985, -4.409, 10.435], [4.352, -5.922, 10.639], [5.919, -5.822, 10.158], [6.492, -5.610, 7.811], [5.964, -3.836, 8.019], [5.473, -4.810, 6.754], [3.743, -4.500, 8.532], [4.729, -7.407, 8.295], [3.465, -6.781, 7.382], [1.014, -7.182, 10.010], [1.414, -6.337, 8.457], [1.873, -5.704, 10.045], [9.419, 2.681, 8.955], [10.394, 1.898, 8.065], [9.987, 0.440, 7.839], [10.838, -0.057, 6.841], [11.670, -1.188, 7.207], [10.583, 2.604, 6.717], [11.521, 2.496, 6.332], [9.942, 2.070, 6.123], [10.290, 3.579, 6.696], [8.441, 2.605, 8.455], [9.590, 3.752, 9.045], [9.274, 2.117, 9.874], [11.351, 2.055, 8.567], [8.955, 0.474, 7.465], [10.047, -0.127, 8.770], [11.173, -1.944, 7.808], [12.598, -0.780, 7.609], [11.991, -1.642, 6.270], [-0.719, 4.380, 4.269], [-0.166, 4.301, 5.683], [0.446, 2.917, 6.017], [1.773, 2.885, 5.484], [2.649, 1.909, 6.101], [0.957, 5.324, 5.868], [1.817, 4.880, 5.512], [0.793, 6.213, 5.400], [1.186, 5.323, 6.862], [-1.537, 3.669, 4.153], [0.093, 4.192, 3.568], [-1.239, 5.318, 4.066], [-0.919, 4.463, 6.452], [-0.100, 2.115, 5.516], [0.433, 2.702, 7.089], [2.338, 1.000, 5.577], [2.483, 1.744, 7.166], [3.697, 2.129, 5.920], [4.284, -1.880, 3.403], [5.016, -2.345, 4.670], [6.485, -2.691, 4.422], [7.036, -2.987, 5.695], [8.358, -3.480, 5.584], [4.965, -1.225, 5.686], [5.018, -0.336, 5.190], [4.081, -1.283, 6.187], [5.749, -1.271, 6.353], [4.945, -1.238, 2.819], [3.472, -1.212, 3.700], [3.937, -2.730, 2.826], [4.618, -3.181, 5.241], [7.110, -1.952, 3.905], [6.587, -3.624, 3.855], [8.916, -2.808, 4.913], [8.454, -4.421, 5.032], [8.903, -3.466, 6.522], [9.652, -0.123, 13.700], [8.143, -0.205, 13.815], [7.492, 1.054, 14.317], [6.044, 1.097, 14.294], [5.572, 2.069, 15.210], [7.477, -0.653, 12.540], [6.512, -0.926, 12.770], [7.327, 0.203, 12.003], [7.996, -1.338, 12.000], [10.044, -0.197, 14.714], [10.024, 0.736, 13.141], [10.047, -1.011, 13.202], [7.984, -1.018, 14.526], [7.774, 1.905, 13.678], [7.821, 1.329, 15.319], [6.039, 2.130, 16.195], [4.500, 1.889, 15.246], [5.752, 3.096, 14.856], [5.128, 0.318, 9.192], [5.813, -1.021, 8.246], [3.605, 0.015, 8.355], [4.509, 1.670, 10.105], [6.756, 0.650, 9.786], [5.541, 1.419, 7.861], [4.862, -0.722, 10.546], [8.987, -3.421, 10.278], [7.618, -2.284, 10.069], [7.951, -4.754, 9.808], [10.285, -4.531, 10.619], [9.913, -1.927, 10.771], [8.373, -3.525, 11.930], [9.505, -3.265, 8.625], [4.044, -3.031, 13.302], [2.813, -1.791, 13.285], [5.252, -1.751, 13.218], [5.318, -4.215, 13.412], [2.829, -4.276, 13.399], [4.077, -3.174, 11.530], [4.078, -3.073, 15.064]], "forces_ev_per_a": [[-0.434, -0.710, 0.403], [0.891, 0.236, 0.171], [-1.756, 0.010, 0.818], [-0.159, 0.030, -0.761], [1.153, -1.486, 0.078], [-0.546, 0.385, -0.192], [1.130, 0.553, 0.079], [-0.640, -1.306, -0.294], [0.448, 0.901, 0.534], [0.343, 0.469, 0.138], [-0.037, -0.225, -0.203], [0.636, 0.416, -0.002], [-0.256, 0.133, -0.583], [0.034, -0.064, -0.154], [-0.226, 0.084, 0.189], [0.389, 0.209, 0.074], [-0.597, -0.073, 0.433], [-0.129, 0.185, -0.137], [-0.254, -0.030, -0.067], [0.067, 0.315, -0.122], [-0.060, -0.132, 0.233], [-0.004, -0.066, -0.003], [0.177, 0.471, -0.040], [-0.008, -0.416, 0.194], [-0.302, 0.519, -0.287], [0.416, -0.137, -0.195], [0.008, 0.485, 0.111], [-0.131, -0.274, -0.059], [-0.380, -0.308, -0.318], [0.126, -0.279, 0.192], [-0.433, -1.339, 0.170], [0.420, -0.824, 0.859], [0.156, 1.476, -1.872], [-0.786, 1.188, 0.287], [0.165, -1.156, -0.542], [0.855, 0.420, 0.774], [0.641, -0.677, -0.318], [0.508, 0.556, 0.063], [0.565, -0.168, 0.230], [-0.811, 0.921, -1.237], [0.031, 0.060, -0.078], [0.391, 0.347, 0.172], [-0.336, 0.645, -0.405], [0.198, 0.057, 0.105], [0.139, -0.070, 0.137], [-0.163, 0.184, 0.502], [-0.604, -0.320, 0.166], [0.451, -0.825, -0.289], [-0.032, 0.298, 0.929], [0.214, -0.026, 0.098], [-0.208, 0.685, -0.093], [-0.137, -0.590, -0.718], [-0.824, 0.031, 0.187], [0.021, 0.535, 0.211], [-0.167, 0.177, 0.095], [-0.065, -0.283, 0.116], [-0.077, -0.066, -0.104], [-0.092, -0.523, 0.220], [-0.386, 0.150, 0.461], [0.596, -0.612, 0.236], [-0.763, -0.196, -1.603], [1.496, -0.688, -0.342], [0.781, 0.017, -0.918], [-0.632, -1.174, 0.259], [0.668, 2.009, 0.480], [-1.523, 0.223, -0.313], [0.618, 0.018, 0.719], [-0.045, 0.030, 0.117], [0.289, 0.454, -0.163], [0.278, 0.318, 0.699], [0.562, -0.283, 0.646], [-0.618, -0.229, 0.057], [-0.290, -0.097, 0.769], [0.142, 0.041, 0.428], [-0.511, 0.407, 0.144], [0.492, -0.875, -0.283], [-0.123, -0.330, -0.061], [-0.508, 0.228, -0.218], [-1.392, -0.795, -1.657], [0.867, 1.538, 1.855], [0.677, 0.785, -0.403], [-0.359, -0.581, -0.114], [0.746, 0.465, -0.922], [-1.071, -1.111, -0.023], [0.044, -0.081, 0.066], [0.284, 0.258, -0.581], [0.216, 0.096, 0.205], [-0.148, 0.014, 0.120], [0.601, -0.140, 0.441], [0.328, 0.388, 0.274], [0.273, -0.754, -0.250], [-0.143, -0.338, 0.127], [-0.162, 0.044, 0.060], [-0.078, 0.320, 0.244], [-0.127, -0.279, 0.657], [-0.310, -0.053, -0.072], [-0.298, 0.219, 0.408], [-0.078, -0.752, -0.155], [0.676, -0.223, -0.751], [0.714, 0.813, 1.160], [-1.287, -0.579, -0.960], [0.207, -1.587, 0.331], [-0.198, -0.099, -0.696], [-0.111, 0.256, 0.454], [-0.386, 1.115, 0.104], [0.347, -0.382, -0.018], [-0.241, -0.025, -0.288], [0.467, 0.276, 0.008], [-0.078, 0.507, -0.162], [-0.483, 0.197, 0.105], [0.174, 0.192, 0.106], [0.583, -0.460, 0.279], [-0.112, 0.418, 0.079], [-0.117, 0.319, -0.142], [0.184, 0.129, 0.935], [1.001, 0.136, -0.401], [0.429, -1.114, 0.709], [-0.281, 0.350, 0.333], [1.236, 0.742, -1.266], [0.294, 0.087, -0.632], [-0.052, 0.113, 0.202], [0.132, 0.316, 0.290], [-0.155, -0.232, 0.263], [0.147, -0.301, -0.191], [-0.428, -0.411, -0.194], [-0.109, 0.167, -0.147], [-0.400, -0.163, -0.525], [-0.380, 0.381, -0.011], [-0.536, 0.200, -0.492], [0.046, 0.225, 0.187], [-0.520, -0.369, 0.533], [-0.550, -0.294, 0.241], [0.071, -0.324, -0.213], [-0.061, -1.396, 0.539], [-0.934, 1.566, -0.366], [1.400, -0.740, 0.525], [-0.514, 0.718, -0.551], [-0.204, 2.175, 0.647], [0.133, -0.808, -0.151], [0.320, -0.315, -0.632], [0.001, -0.460, -0.134], [0.237, 0.528, -0.070], [-0.018, 0.195, 0.279], [-0.199, -0.050, -0.088], [-0.424, 0.008, -0.059], [0.512, -0.012, -0.125], [0.325, -0.428, 0.071], [-0.049, -0.974, 0.102], [0.018, 0.170, 0.438], [-0.112, -0.018, -0.490], [1.850, -0.641, -0.075], [-0.479, 0.585, 0.367], [0.197, 0.094, 0.620], [-0.470, -0.428, -0.525], [-0.488, 0.096, 0.065], [-0.377, -0.111, 0.133], [-0.405, 0.456, -0.918], [0.107, 0.014, 1.594], [0.508, -0.407, -0.633], [0.010, 0.356, 0.034], [-0.789, 1.161, -0.213], [-0.485, -1.241, -0.584], [0.557, 0.022, -0.526], [-0.187, 0.422, 0.354], [0.386, -1.835, 3.227], [0.280, -0.225, -0.426], [-0.657, -0.240, -0.001], [-0.267, 0.374, -0.977], [0.101, 0.478, -0.886], [-0.288, 0.298, 0.138], [-0.128, 0.976, -1.216]], "mulliken_charge": [-1.7291, -0.5699, 1.0564, -1.0545, -0.6112, -0.9597, -1.4341, 0.0239, -0.3391, -0.7511, 0.2944, 0.4231, 0.4010, 0.7613, 0.4990, 0.3108, -0.0844, 0.2992, 0.4730, 0.5739, 0.5446, 0.3148, -0.1301, 0.4492, 0.7422, 0.5182, -0.0466, 0.3546, 0.2924, 0.1966, -1.6065, -0.4382, 0.6080, -1.2220, -0.3536, -1.0033, -0.6106, -0.9397, -0.3937, -0.8216, 0.5209, 0.2113, 0.0882, 0.8820, 0.3703, 0.4805, -0.0427, 0.5654, 0.4537, 0.3690, 0.3414, 0.3775, 0.1313, 0.5336, 0.4161, 0.6079, 0.3316, 0.3373, 0.3320, 0.2843, -1.6638, 0.8209, -0.8659, -0.4457, -0.4997, 0.2378, -0.2633, 0.5375, 0.3872, 0.3598, 0.2341, 0.4513, 0.0035, 0.3707, 0.4955, 0.3809, 0.3306, -0.0340, -1.1934, -0.0351, -0.1987, -0.4636, -0.5118, -0.1522, 0.3820, 0.3889, 0.3079, 0.1724, 0.5437, 0.2488, 0.3121, 0.2320, 0.2255, 0.1320, 0.3219, 0.2592, -1.4082, -0.0277, 0.1525, -0.5568, -0.5782, -0.2394, 0.3746, 0.3740, 0.2937, 0.3990, 0.3738, 0.4309, 0.3839, 0.4684, -0.2910, 0.3443, 0.2081, 0.2911, -1.3687, 0.5158, -1.1727, 0.0510, -0.6012, 0.2653, 0.3899, 0.0898, -0.0231, 0.3987, 0.4090, 0.3822, 0.1849, 0.4524, 0.5798, 0.3703, 0.3400, -0.0549, -1.5835, 0.5114, -0.8092, -0.0089, -0.8055, 1.4777, 0.3578, -0.3748, -0.2825, 0.4566, 0.3085, 0.3686, 0.3699, 0.2409, 0.4856, 0.3613, 0.2754, 0.1813, 2.3228, -0.7397, -0.6165, -0.3973, -0.5129, -0.6708, -0.1672, 2.0091, -0.3689, -0.4784, -0.4591, -0.5366, -0.5109, -0.4471, 2.0033, -0.3956, -1.2330, -0.4841, -0.5367, -0.4747, -0.4754]}